Arrangement A

Density functional theory data (ωB97M-V/def2-TZVPD) for the molecule C4H5NO2.

Each line ends with the Löwdin charge.
Element x y z (Å)
O 1.579 1.563 0.686  0.08
C 1.946 0.466 0.349  -0.14
C 0.968 -0.663 0.017  -0.43
O 1.341 -1.705 -0.481  0.10
N -0.303 -0.380 0.427  -0.03
C -1.490 -0.667 -0.324  -0.07
C -1.101 0.749 0.029  -0.09
H 3.010 0.192 0.238  0.13
H -2.327 -1.108 0.206  0.11
H -1.305 -1.131 -1.295  0.12
H -0.749 1.442 -0.734  0.12
H -1.568 1.242 0.882  0.11

LUMO level = -0.25 eV
total charge = 0
Kohn-Sham gap = 9.7 eV
HOMO energy = -9.945 eV
2S+1 = 1
molecular weight = 99.1 Da
SMILES = O=CC(=O)N1CC1

***

Arrangement B

Density functional theory data (ωB97M-V/def2-TZVPD) for the molecule C4H5NO2.

Each line ends with the Löwdin charge.
Element x y z (Å)
N 0.950 1.602 0.718  0.13
C 0.299 0.508 0.221  -0.27
C -0.963 0.305 -0.170  0.00
C -1.162 -1.167 -0.313  -0.16
O 0.160 -1.719 -0.399  0.04
C 1.050 -0.748 -0.086  -0.43
O 2.245 -0.873 -0.167  0.13
H 0.643 2.505 0.392  0.10
H 1.945 1.489 0.832  0.10
H -1.760 -1.410 -1.190  0.12
H -1.719 1.025 -0.449  0.11
H -1.623 -1.612 0.580  0.13

LUMO level = 0.81 eV
total charge = 0
Kohn-Sham gap = 9.7 eV
HOMO energy = -8.851 eV
2S+1 = 1
molecular weight = 99.1 Da
SMILES = NC1=CCOC1=O

***

Going by the energies, arrangement B is most stable and the next is 144.0 kJ/mol up.

***

Arrangement A

Density functional theory data (ωB97M-V/def2-TZVPD) for the molecule C3H4N2O3.

Each line ends with the Löwdin charge.
Element x y z (Å)
C -1.306 -0.355 0.112  -0.40
C -0.586 0.807 0.260  0.04
C 0.750 0.368 0.162  -0.42
H -3.105 0.263 -0.091  0.13
H -0.965 1.834 0.205  0.12
H 1.782 1.876 -0.323  0.08
H 2.190 -0.972 -0.557  0.09
N 1.886 0.867 -0.119  0.13
N 0.745 -1.029 0.530  -0.07
O -2.596 -0.538 -0.101  0.17
O 1.751 -1.701 -0.045  0.03
O -0.547 -1.420 -0.032  0.10

LUMO level = 0.29 eV
total charge = 0
Kohn-Sham gap = 9.3 eV
HOMO energy = -9.043 eV
2S+1 = 1
molecular weight = 116.1 Da
SMILES = [H]/N=c1\cc(O)on1O

***

Arrangement B

Density functional theory data (ωB97M-V/def2-TZVPD) for a 2-piece molecular cluster, C3H4N2O3 overall.

Each line ends with the Löwdin charge.
Element x y z (Å)
C 2.384 1.699 0.184  -0.16
C 1.327 -0.479 0.706  0.14
C 2.352 0.263 0.340  -0.22
N 2.284 2.834 0.084  0.19
N 3.660 -0.306 0.039  -0.37
O 3.628 -1.506 -0.219  0.07
O 4.599 0.443 -0.022  0.12
O -1.464 0.075 -0.552  -0.09
H 1.294 -1.604 0.584  0.12
H -1.494 -0.957 -0.568  0.10
H 0.421 0.076 0.968  0.08
H -2.248 0.495 -0.870  0.02

LUMO level = -1.12 eV
total charge = 0
Kohn-Sham gap = 10.1 eV
HOMO energy = -11.243 eV
2S+1 = 1
molecular weight = 116.1 Da
SMILES = C=C(C#N)[N+](=O)[O-].O

***

Going by the energies, arrangement A is most stable and the next is 70.4 kJ/mol up.